# 1
{"formula": "C4H10N2O", "method": "wB97M-V/def2-TZVPD", "species": ["C", "C", "C", "C", "H", "H", "H", "H", "H", "H", "H", "H", "H", "H", "N", "N", "O"], "positions_angstrom": [[0.86101, -0.13480, 1.08540], [-0.14335, 0.61458, 0.09369], [-1.20384, -0.49009, -0.29342], [0.37910, 0.19619, -1.32850], [1.50345, -1.61086, -0.09833], [0.22526, -2.16130, 0.55956], [0.60426, 0.11253, 2.18909], [1.81088, 0.41187, 1.00761], [-1.08692, 2.33755, -0.58018], [-1.31506, 1.94964, 1.25515], [-2.15088, -0.24636, -0.74975], [-1.25298, -1.27639, 0.56212], [0.24205, 0.96668, -2.29222], [1.46100, -0.11764, -1.16553], [1.11691, -1.57343, 0.78617], [-0.65893, 1.94718, 0.40260], [-0.39196, -0.92536, -1.43346]], "atomic_forces_ev_per_a": [[-0.5, 1.4, 1.2], [-1.5, -2.1, -0.8], [0.6, -1.6, 1.1], [2.7, 3.2, -1.3], [1.6, 0.0, -2.0], [1.9, 1.6, 1.2], [-0.1, -1.0, -1.7], [0.0, -0.3, -0.3], [0.9, -1.1, 3.8], [1.1, 0.0, -2.3], [-0.6, 0.5, 0.7], [-0.7, 1.1, -1.7], [0.5, -1.7, 2.5], [-0.8, 0.9, -1.1], [-2.9, -0.4, 1.8], [-0.7, 0.5, -1.8], [-1.5, -1.0, 0.7]], "homo_lumo_gap_ha": 0.3671, "e_above_lowest_kj_mol": 434.26, "fmax_ev_per_a": 4.40, "total_energy_ha": -343.03606, "e_homo_ev": -9.130}


# 2
{"formula": "C5H4IN2", "method": "wB97M-V/def2-TZVPD", "species": ["C", "C", "C", "N", "C", "I", "C", "N", "H", "H", "H", "H"], "positions_angstrom": [[-2.33451, -2.57751, 0.17627], [-1.52806, -1.61740, 0.16696], [-0.52338, -0.65133, -0.40076], [0.51476, -0.28468, 0.34477], [1.52889, 0.69134, 0.06577], [3.60446, 0.06002, 0.20497], [0.97845, 1.91336, 0.05615], [0.64171, 2.94950, -0.32287], [-3.14284, -3.23875, 0.05499], [-0.67321, -0.39646, -1.40762], [0.59437, -0.78325, 1.22137], [0.33936, 3.93516, -0.15998]], "atomic_forces_ev_per_a": [[3.4, 4.6, -0.3], [-1.0, -2.0, -1.5], [0.1, -2.1, 4.0], [-1.3, -1.2, -1.3], [-0.1, -0.9, 0.6], [-1.7, 0.7, 0.0], [2.3, -1.8, -0.5], [-1.7, 4.3, -0.7], [-0.4, -0.7, 0.3], [0.1, 1.0, -1.1], [0.0, -0.2, 0.3], [0.5, -1.6, 0.2]], "homo_lumo_gap_ha": [0.2540, 0.2541], "e_above_lowest_kj_mol": 339.22, "fmax_ev_per_a": 5.70, "total_energy_ha": -599.69107, "e_homo_ev": [-12.526, -12.526], "charge": 1}


# 3
{"formula": "H26O21SV2", "method": "wB97M-V/def2-TZVPD", "species": ["O", "V", "O", "O", "V", "O", "S", "O", "O", "O", "O", "O", "H", "H", "O", "H", "H", "O", "H", "H", "O", "H", "H", "O", "H", "H", "O", "H", "H", "O", "H", "H", "O", "H", "H", "O", "H", "H", "O", "H", "H", "O", "H", "H", "O", "H", "H", "O", "H", "H"], "positions_angstrom": [[5.87297, -15.37635, -5.24465], [5.13822, -15.36154, -6.69953], [4.02652, -16.52590, -6.65209], [-1.43404, -14.32180, -7.57167], [-0.46395, -15.59619, -7.42282], [-1.30039, -16.86581, -7.99706], [2.31540, -13.53777, -7.12796], [1.99231, -12.19863, -6.62732], [3.55881, -14.03920, -6.51086], [1.21002, -14.42184, -6.76181], [2.49496, -13.48023, -8.60367], [-0.92160, -15.81331, -5.31430], [-1.65364, -16.15938, -4.79473], [-0.54000, -15.07448, -4.77471], [1.45415, -11.36033, -9.78624], [1.74571, -12.20688, -9.35439], [1.51678, -11.53210, -10.73216], [2.34166, -16.23239, -4.32860], [1.64623, -16.89713, -4.28515], [2.22103, -15.80820, -5.18260], [-0.02164, -13.50489, -4.47570], [0.02490, -12.63421, -4.06050], [0.69227, -13.50512, -5.11461], [2.17526, -9.06401, -8.56813], [2.21379, -9.53182, -7.73013], [2.02873, -9.76486, -9.23697], [3.81919, -13.13291, -3.91707], [3.20691, -12.39202, -3.84321], [3.95749, -13.26993, -4.87829], [0.88602, -15.60606, -9.22684], [1.38791, -16.41259, -9.40680], [1.55668, -14.89486, -9.16748], [-0.26309, -10.30588, -6.75096], [0.27280, -11.10911, -6.73456], [0.07466, -9.80567, -7.50682], [5.14255, -12.09056, -9.22443], [4.35825, -12.41167, -8.75811], [4.79119, -11.65865, -10.00991], [4.47522, -11.06116, -6.43584], [4.84415, -11.02337, -5.54555], [3.52868, -11.25778, -6.29972], [1.70880, -10.70255, -4.31549], [1.72277, -11.14582, -5.17590], [1.05410, -10.00116, -4.41729], [4.58200, -14.89383, -8.94189], [3.83810, -14.29714, -9.13584], [5.29159, -14.60912, -9.53483], [6.43467, -13.57134, -7.13242], [7.13839, -13.03745, -6.74822], [6.19021, -13.10759, -7.95681]], "atomic_forces_ev_per_a": [[-1.4, -0.3, -3.3], [-1.9, -0.4, 3.7], [2.3, 0.9, -0.6], [1.8, -2.4, -0.3], [-3.7, 1.0, -0.9], [1.7, 1.8, 1.1], [0.1, 1.6, 0.7], [0.3, -0.8, -0.4], [0.7, 0.2, -0.2], [-0.4, -1.5, 0.0], [-0.2, -0.6, 0.0], [1.0, 0.0, -0.2], [-0.2, -0.2, -0.5], [-0.2, 0.3, -0.1], [0.2, -0.9, -0.2], [-0.3, 1.0, -0.4], [-0.2, 0.1, 0.0], [-0.3, -0.1, 0.2], [0.1, 0.0, 0.0], [0.1, 0.0, 0.0], [-0.1, 0.2, 0.3], [-0.1, -0.1, 0.2], [0.2, 0.1, -0.1], [-0.1, 0.1, -0.4], [0.2, 0.0, 0.0], [0.0, 0.2, 0.6], [0.2, 0.1, -0.6], [0.0, 0.1, 0.0], [-0.2, 0.2, 1.0], [-0.2, -0.1, 0.6], [-0.3, -0.1, 0.0], [-0.2, 0.1, 0.0], [0.1, 0.1, 0.1], [-0.2, 0.0, -0.2], [-0.1, 0.0, 0.0], [0.0, -0.5, -0.2], [0.0, 0.6, 0.1], [0.1, 0.2, 0.1], [-0.2, 0.0, 0.2], [-0.1, 0.0, 0.0], [0.6, 0.2, -0.1], [-0.1, -0.2, 0.1], [-0.1, 0.2, 0.2], [0.1, 0.0, -0.1], [1.5, -0.7, -0.2], [-0.3, 0.0, 0.4], [-0.1, 0.0, 0.0], [-0.2, -0.2, -1.2], [-0.1, -0.2, 0.4], [0.0, 0.3, 0.2]], "homo_lumo_gap_ha": 0.3098, "e_above_lowest_kj_mol": 0.00, "fmax_ev_per_a": 4.22, "total_energy_ha": -3881.95320, "e_homo_ev": -10.615}


# 4
{"formula": "C2H3N3O2", "method": "wB97M-V/def2-TZVPD", "species": ["C", "C", "H", "H", "H", "N", "N", "N", "O", "O"], "positions_angstrom": [[-1.26387, 0.73710, 0.04552], [0.11623, -1.12407, 0.13224], [1.74262, -0.06412, -0.81751], [1.79091, 1.03622, 0.81734], [-1.62801, 1.72816, -0.02070], [1.28035, 1.05359, -0.19436], [0.04780, 0.24349, 0.21669], [-1.98263, -0.31478, -0.12968], [-1.16251, -1.42302, -0.02756], [1.05911, -1.87257, -0.02197]], "atomic_forces_ev_per_a": [[2.1, -3.9, -0.5], [-0.4, 1.2, -1.3], [-0.7, 4.4, 2.4], [-0.8, 0.0, -3.3], [0.1, 0.7, 0.1], [0.7, -5.8, 1.7], [2.3, 3.7, -0.2], [-1.4, 0.7, 0.5], [-1.6, -1.8, 0.0], [-0.3, 0.8, 0.5]], "homo_lumo_gap_ha": 0.3904, "e_above_lowest_kj_mol": 445.36, "fmax_ev_per_a": 6.08, "total_energy_ha": -392.62392, "e_homo_ev": -10.168}


# 5
{"formula": "C37H49BClNO13", "method": "wB97M-V/def2-TZVPD", "species": ["C", "C", "C", "C", "C", "C", "C", "C", "C", "C", "C", "C", "C", "C", "C", "B", "C", "C", "C", "Cl", "N", "C", "O", "H", "H", "H", "H", "H", "H", "H", "H", "H", "H", "H", "H", "H", "H", "H", "H", "H", "H", "H", "H", "H", "H", "H", "H", "H", "H", "H", "H", "H", "H", "H", "H", "H", "H", "H", "H", "H", "O", "C", "C", "C", "O", "C", "O", "C", "C", "O", "H", "H", "H", "H", "O", "C", "C", "C", "O", "C", "O", "C", "C", "O", "H", "H", "H", "H", "O", "C", "C", "C", "O", "C", "O", "C", "C", "O", "H", "H", "H", "H"], "positions_angstrom": [[-3.71808, -0.33751, -3.13844], [-3.97516, 0.20547, -4.59057], [-2.98643, -0.33731, -5.71159], [-2.16261, -1.63148, -5.33754], [-0.70936, -1.20962, -4.85575], [0.33242, -2.39279, -4.87005], [0.28069, -3.36982, -3.62659], [-0.10708, -2.69743, -2.24746], [-1.57644, -3.12440, -1.86704], [-1.97750, -2.85020, -0.35327], [-1.41746, -1.45328, 0.15188], [-0.16394, -1.73577, 1.08017], [0.11633, -0.42941, 1.97896], [1.51548, 0.14630, 1.51840], [1.81616, 1.50494, 2.26984], [2.98335, 2.37711, 1.58553], [2.82323, 3.26466, 0.25468], [2.10334, 2.53546, -0.94451], [2.41570, 3.30353, -2.27708], [0.28294, 2.59787, -0.70405], [4.33074, 2.39278, 2.27172], [4.74089, 1.25213, 2.43601], [5.01822, 0.20358, 2.83765], [-2.64688, -0.52543, -2.88836], [-4.11311, 0.37975, -2.36805], [-4.29147, -1.29396, -2.98393], [-5.02582, 0.04490, -4.93550], [-3.81953, 1.32328, -4.54245], [-2.23754, 0.48465, -5.90701], [-3.57239, -0.42955, -6.66708], [-1.99612, -2.19640, -6.30344], [-2.67950, -2.33689, -4.64312], [-0.35048, -0.46647, -5.62832], [-0.76745, -0.64441, -3.89226], [0.07736, -3.02036, -5.77635], [1.35955, -1.98522, -5.08248], [1.32814, -3.77473, -3.49970], [-0.36276, -4.27583, -3.80322], [0.08843, -1.59925, -2.19347], [0.56162, -3.16927, -1.46760], [-2.37138, -2.71091, -2.53343], [-1.61425, -4.24749, -1.99554], [-3.10293, -2.79838, -0.33439], [-1.70467, -3.70616, 0.32660], [-1.17424, -0.75104, -0.69257], [-2.21342, -0.94417, 0.76053], [0.73647, -1.98499, 0.46591], [-0.44303, -2.56587, 1.78748], [0.10565, -0.75679, 3.04782], [-0.68927, 0.31768, 1.75391], [1.46857, 0.25152, 0.39792], [2.29179, -0.64868, 1.71301], [2.15953, 1.24384, 3.31521], [0.87375, 2.10694, 2.36290], [3.85521, 3.53443, -0.09391], [2.28374, 4.22557, 0.50674], [2.45254, 1.47789, -1.08069], [1.83294, 2.85523, -3.12491], [3.50819, 3.26083, -2.51581], [2.09593, 4.37864, -2.20344], [-4.99172, 2.87839, 6.61281], [-3.96229, 2.40435, 6.16810], [-2.83475, 2.02747, 7.02030], [-1.71836, 1.52589, 6.48388], [-0.66748, 1.16972, 7.24763], [-1.57892, 1.33510, 5.00772], [-0.53744, 0.89087, 4.55783], [-2.71443, 1.68990, 4.15923], [-3.83172, 2.18837, 4.69540], [-4.89272, 2.52019, 3.93431], [-2.94761, 2.17241, 8.08602], [0.00952, 0.84110, 6.62494], [-2.60737, 1.53051, 3.09498], [-5.56631, 2.85564, 4.55683], [4.88201, 3.76210, -4.36291], [5.90407, 3.28174, -4.82025], [7.04218, 2.90625, -3.98390], [8.14937, 2.39761, -4.53429], [9.20869, 2.04230, -3.78586], [8.26645, 2.19825, -6.01146], [9.29961, 1.74924, -6.47170], [7.11877, 2.55176, -6.84536], [6.01079, 3.05703, -6.29439], [4.94024, 3.38805, -7.04020], [6.94598, 3.05740, -2.91744], [9.87461, 1.70695, -4.41732], [7.20911, 2.38657, -7.91018], [4.27701, 3.72928, -6.40955], [-4.63638, -4.65529, 8.42248], [-4.19078, -3.88245, 7.59505], [-2.79453, -3.44760, 7.59159], [-2.35647, -2.58374, 6.67078], [-1.07511, -2.16993, 6.64365], [-3.26691, -2.03182, 5.62258], [-2.82698, -1.23212, 4.81551], [-4.65592, -2.48354, 5.60989], [-5.09450, -3.35053, 6.52852], [-6.36756, -3.78367, 6.53754], [-2.14650, -3.85257, 8.35658], [-1.01469, -1.55255, 5.88803], [-5.29947, -2.08962, 4.83503], [-6.43006, -4.39674, 7.29570]], "atomic_forces_ev_per_a": [[-0.9, -0.2, 0.1], [0.8, 0.7, 0.0], [-0.1, 0.4, 0.5], [0.7, 0.3, -1.1], [-0.2, -0.2, -0.8], [-0.9, -0.3, -0.3], [1.2, 0.5, 0.2], [-0.2, -1.4, 0.2], [0.2, -0.7, 0.9], [-0.7, 0.9, -1.1], [0.1, -1.2, 0.7], [-1.1, 1.5, 0.6], [0.9, -1.3, -1.4], [-0.8, -0.2, 0.4], [0.8, -0.2, 0.2], [-0.4, 0.4, 0.2], [0.2, -0.4, 0.0], [0.8, 1.3, -0.6], [-0.5, -0.1, 0.0], [0.8, -0.4, 0.0], [-0.4, -0.8, -1.6], [-1.0, 1.3, 1.7], [0.8, -0.9, -0.5], [-0.8, 0.2, -0.4], [0.3, -0.6, -0.8], [0.7, 0.8, -0.1], [0.8, 0.0, 0.6], [-0.3, -1.1, -0.2], [-0.7, -0.9, 0.1], [0.6, -0.2, 0.9], [-0.2, 0.4, 1.0], [0.3, 0.7, -0.4], [-0.4, -0.7, 0.8], [0.2, -0.6, -0.7], [0.4, 0.7, 0.8], [-0.9, -0.4, 0.6], [-1.0, 0.3, -0.2], [0.4, 1.1, 0.0], [-0.3, -0.9, -0.3], [-0.7, 0.5, -0.7], [0.9, -0.1, 0.4], [0.0, 1.1, -0.1], [1.0, -0.1, 0.0], [0.1, 1.0, -0.7], [-0.2, -0.7, 0.8], [0.8, -0.5, -0.4], [-0.7, 0.0, 0.6], [0.5, 0.6, -0.9], [0.1, 0.7, -0.9], [0.8, -0.6, 0.5], [0.0, 0.1, 1.1], [-0.6, 1.0, 0.0], [-0.6, 0.3, -0.9], [0.7, -0.6, -0.2], [-0.9, -0.1, 0.2], [0.5, -0.9, -0.4], [-0.7, 0.9, 0.4], [0.6, 0.3, 0.7], [-1.0, 0.0, 0.3], [0.4, -1.0, 0.1], [0.0, 0.0, -0.3], [0.1, 0.0, 0.6], [-0.3, 0.1, 0.0], [0.2, 0.0, 0.9], [-0.3, 0.0, -0.8], [-0.3, 0.0, -0.7], [0.0, 0.2, 0.7], [0.3, 0.0, 0.1], [-0.2, 0.0, -0.9], [0.2, 0.0, 0.8], [0.0, 0.0, 0.0], [0.0, 0.1, 0.1], [0.0, 0.0, 0.0], [0.0, 0.0, -0.1], [0.0, 0.0, -0.4], [0.2, 0.0, 0.6], [-0.3, 0.1, -0.1], [0.3, 0.0, 0.9], [-0.3, 0.0, -0.9], [-0.2, 0.0, -0.7], [0.0, 0.0, 0.4], [0.3, -0.1, 0.1], [-0.3, 0.0, -0.9], [0.3, 0.0, 0.8], [0.0, 0.0, 0.0], [0.0, 0.0, 0.1], [0.0, 0.0, 0.0], [0.0, 0.0, -0.1], [-0.3, 0.1, -0.2], [0.6, -0.1, 0.4], [-0.2, -0.2, 0.1], [0.8, -0.1, 0.5], [-0.8, 0.1, -0.4], [-0.6, 0.0, -0.3], [0.3, -0.1, 0.2], [0.3, 0.2, -0.1], [-0.8, 0.1, -0.5], [0.8, -0.1, 0.4], [0.0, 0.0, 0.0], [0.1, -0.1, 0.0], [0.0, 0.0, 0.0], [-0.1, 0.0, -0.1]], "homo_lumo_gap_ha": 0.2906, "e_above_lowest_kj_mol": 146.18, "fmax_ev_per_a": 2.36, "total_energy_ha": -2957.15258, "e_homo_ev": -9.667}